# 1
{
  "formula": "BrH3P2",
  "method": "ωB97M-V/def2-TZVPD",
  "species": ["P", "H", "H", "H", "Br", "P"],
  "positions_angstrom": [[-0.8532, 0.3910, -0.5238], [0.0117, 0.6166, -1.6458], [-0.1132, 1.0539, 0.5042], [-0.7653, -0.6630, 1.6248], [2.4584, 0.0377, -0.4099], [-0.7384, -1.4362, 0.4505]],
  "atomic_forces_ev_per_a": [[0.66, 0.83, 0.70], [-0.35, -0.55, 0.25], [-0.45, 0.33, -0.72], [-0.13, -0.14, 0.27], [-0.56, -0.40, 0.24], [0.82, -0.06, -0.74]],
  "nbo_charge": [0.0989, 0.1106, 0.0747, -0.0249, -0.6097, 0.3503],
  "orbital_gap_ev": [5.55, 4.91],
  "lumo_energy_ev": [-3.18, -3.40],
  "multiplicity": 1,
  "total_energy_ev": -88665.36499,
  "e_above_lowest_ev": 2.9876
}

# 2
{
  "formula": "BrH3P2",
  "method": "ωB97M-V/def2-TZVPD",
  "species": ["P", "H", "P", "Br", "H", "H"],
  "positions_angstrom": [[0.7969, -0.7888, -0.0983], [0.4528, -1.2402, -1.3800], [-0.5032, 0.9179, -0.1706], [-2.4079, -0.1441, 0.0681], [1.8830, -0.0599, -0.5883], [-0.2217, 1.3151, 2.1691]],
  "atomic_forces_ev_per_a": [[-0.06, -0.34, 0.14], [-0.07, -0.33, -0.22], [-0.19, 0.36, -0.86], [-0.16, -0.08, 0.07], [0.41, 0.26, -0.03], [0.06, 0.13, 0.90]],
  "nbo_charge": [0.0070, 0.0121, 0.2220, -0.1981, -0.0050, -0.0379],
  "orbital_gap_ev": [7.98, 7.32],
  "lumo_energy_ev": [0.38, -2.26],
  "multiplicity": 3,
  "total_energy_ev": -88664.66489,
  "e_above_lowest_ev": 0.6000
}

# 3
{
  "formula": "BrH4N2P",
  "method": "ωB97M-V/def2-TZVPD",
  "species": ["H", "H", "H", "H", "Br", "N", "N", "P"],
  "positions_angstrom": [[-0.2917, -0.3958, -1.9821], [0.5723, -0.7629, -0.7194], [-1.0508, -1.1447, -0.6952], [2.9488, -1.2511, 1.6439], [-0.4463, 0.4402, 2.9037], [2.0590, -0.7430, 1.8982], [-0.3182, -0.4383, -0.9985], [1.6091, -0.4487, 3.2993]],
  "atomic_forces_ev_per_a": [[-0.27, -0.02, -1.35], [0.97, -0.44, 0.67], [1.41, 1.22, -0.64], [-1.32, 0.94, 0.65], [0.33, -0.08, 0.31], [2.06, -1.44, -2.29], [-2.12, -0.73, 1.36], [-1.06, 0.55, 1.30]],
  "nbo_charge": [0.3489, 0.3583, 0.3585, 0.4124, -0.2937, -1.1765, -1.0661, 1.0582],
  "orbital_gap_ev": 9.21,
  "smiles": "[H]/N=P/Br.N",
  "lumo_energy_ev": -0.49,
  "multiplicity": 1,
  "total_energy_ev": -82376.26131,
  "e_above_lowest_ev": 1.3132
}